[1]
Below is a 3-piece molecular cluster, C30H67IN4O11P2S overall in a non-equilibrium geometry, with properties calculated with ωB97M-V with the def2-TZVPD basis set.

```
116
Properties=species:S:1:pos:R:3
C 4.27 -3.98 2.15
C 2.91 -4.93 1.98
O 2.56 -4.98 0.55
C 1.12 -4.67 0.33
C 0.95 -3.06 0.47
C -0.64 -2.52 0.51
C -1.50 -3.09 -0.81
C -1.53 -2.05 -2.07
C -0.06 -1.84 -2.81
I -2.79 -3.05 -3.62
N -1.40 -3.00 1.71
C -0.64 -3.25 2.81
S 0.16 -3.12 4.35
O -0.52 -1.10 0.29
C -1.43 -0.21 0.99
C -1.02 0.08 2.59
P -3.30 -0.48 0.71
P -4.53 0.41 2.29
O -3.99 0.20 3.76
O -6.06 -0.50 2.24
O -5.02 2.08 1.95
C -1.13 1.29 0.28
N -2.19 2.31 0.57
O -0.96 1.20 -1.18
O 0.16 1.72 0.84
C 0.69 2.92 0.18
C 2.06 2.49 -0.63
C 3.02 1.73 0.51
C 2.83 3.78 -1.35
C 3.93 4.52 -0.37
C 3.73 3.08 -2.58
H 4.15 -3.04 1.43
H 5.18 -4.62 1.73
H 4.46 -3.65 3.26
H 3.13 -6.01 2.37
H 2.05 -4.49 2.64
H 0.41 -5.25 1.08
H 0.89 -5.00 -0.78
H 1.61 -2.56 1.32
H 1.38 -2.59 -0.54
H -2.64 -3.30 -0.53
H -1.09 -4.11 -1.22
H -2.09 -1.05 -1.85
H 0.67 -1.23 -2.09
H 0.42 -2.89 -3.10
H -0.12 -1.20 -3.80
H -1.29 1.16 2.94
H 0.15 -0.15 2.67
H -1.56 -0.66 3.33
H -3.63 -1.91 0.82
H -6.31 -0.49 1.26
H -4.64 2.59 2.75
H -2.46 2.38 1.57
H -3.00 2.28 -0.08
H -0.09 0.80 -1.45
H 1.05 3.65 1.06
H -0.08 3.54 -0.44
H 1.90 1.70 -1.47
H 2.57 0.64 0.62
H 3.00 2.28 1.55
H 4.11 1.62 0.09
H 2.05 4.51 -1.84
H 4.82 3.79 -0.06
H 4.42 5.39 -0.99
H 3.42 4.88 0.63
H 4.00 2.00 -2.17
H 4.74 3.65 -2.78
H 3.08 2.90 -3.55
C -2.66 0.62 6.39
O -1.61 -0.10 7.03
C -0.44 -0.23 6.20
C 0.72 0.59 6.78
N 0.48 2.03 6.63
C 1.42 2.87 7.37
C 1.40 2.77 8.91
O 0.20 3.26 9.50
C -0.85 2.30 9.58
H -3.55 0.55 7.03
H -2.40 1.67 6.28
H -2.90 0.19 5.42
H -0.64 0.03 5.16
H -0.16 -1.29 6.23
H 1.64 0.33 6.26
H 0.83 0.33 7.83
H -0.46 2.25 6.96
H 1.20 3.91 7.10
H 2.44 2.66 7.01
H 2.20 3.41 9.29
H 1.63 1.76 9.27
H -0.48 1.28 9.71
H -1.49 2.37 8.70
H -1.48 2.55 10.44
C -2.07 -0.08 -5.91
O -0.93 -0.86 -6.25
C -1.26 -2.09 -6.89
C -0.81 -2.07 -8.36
N -1.64 -1.16 -9.16
C -1.11 -0.91 -10.50
C 0.25 -0.19 -10.61
O 0.21 1.17 -10.15
C 0.42 1.33 -8.76
H -1.74 0.77 -5.31
H -2.56 0.31 -6.81
H -2.79 -0.67 -5.33
H -2.33 -2.33 -6.80
H -0.70 -2.88 -6.37
H -0.89 -3.09 -8.78
H 0.24 -1.77 -8.39
H -1.71 -0.27 -8.68
H -1.86 -0.30 -11.02
H -1.05 -1.86 -11.05
H 0.51 -0.14 -11.67
H 1.06 -0.74 -10.13
H 1.07 0.56 -8.34
H -0.54 1.33 -8.24
H 0.88 2.30 -8.59
```

As for the HOMO-LUMO gap: 7.5016 eV. Its total charge is 0. Its molar mass is 880.8 g/mol. The structure (SMILES) is CCOCC[C@@](C[C@@H](C)I)(N=C=S)O[C@](C)(PP(=O)(O)O)[C@](N)(O)OC[C@H](C)C(C)C.COCCNCCOC.COCCNCCOC. The electronic energy comes out at -3608.0804 hartree. Its HOMO energy is -8.611 eV.

=====

[2]
Below is C31H44AuN2OS2Si2 as an isolated structure, with properties calculated with ωB97M-V with the def2-TZVPD basis set.

```
83
Properties=species:S:1:pos:R:3
Au 0.06 1.23 0.26
C 4.75 -0.88 2.71
Si 4.45 0.79 3.49
C 5.29 2.14 2.53
C 4.99 0.77 5.27
C 2.58 1.18 3.47
C 1.90 1.58 4.62
C 0.54 1.92 4.60
C -0.14 1.85 3.41
N 0.50 1.47 2.30
C 1.80 1.14 2.33
S 2.24 0.68 0.68
H 5.83 -1.07 2.69
H 4.38 -0.94 1.69
H 4.29 -1.68 3.29
H 6.38 2.02 2.58
H 5.04 3.13 2.94
H 5.00 2.13 1.48
H 6.07 0.59 5.31
H 4.50 -0.03 5.83
H 4.80 1.72 5.78
H 2.43 1.63 5.56
H 0.03 2.23 5.50
H -1.19 2.10 3.31
C -0.16 0.90 -1.74
Si -0.35 -0.88 -2.34
C -1.60 -1.83 -1.26
N -1.49 -1.76 0.20
C -2.35 -0.96 1.03
C -3.06 -1.83 2.08
C -2.13 -2.98 2.52
C -0.66 -2.59 2.34
C -0.35 -2.38 0.85
C -1.08 -0.84 -4.06
C -2.06 -1.75 -4.45
C -2.61 -1.71 -5.73
C -2.18 -0.76 -6.64
C -1.19 0.15 -6.27
C -0.65 0.10 -5.00
C 1.22 -1.88 -2.34
C 2.47 -1.40 -1.95
C 3.60 -2.21 -1.95
C 3.49 -3.53 -2.35
C 2.27 -4.03 -2.78
C 1.15 -3.21 -2.78
H -1.08 1.43 -1.97
H 0.64 1.42 -2.29
H -1.47 -2.88 -1.55
H -2.61 -1.53 -1.54
H -3.08 -0.43 0.41
H -1.79 -0.18 1.57
H -3.97 -2.25 1.65
H -3.35 -1.21 2.93
H -2.32 -3.86 1.91
H -2.33 -3.25 3.55
H 0.00 -3.37 2.73
H -0.44 -1.68 2.90
H -0.15 -3.35 0.36
H 0.57 -1.79 0.74
H -2.42 -2.51 -3.76
H -3.37 -2.43 -6.02
H -2.61 -0.73 -7.63
H -0.85 0.89 -6.98
H 0.12 0.82 -4.73
H 2.57 -0.36 -1.66
H 4.56 -1.81 -1.64
H 4.37 -4.17 -2.35
H 2.18 -5.06 -3.11
H 0.20 -3.61 -3.13
O -1.76 2.30 0.39
S -2.08 3.40 -0.66
C -3.14 4.54 0.25
C -4.41 4.69 -0.58
C -4.74 3.27 -1.04
C -3.45 2.75 -1.66
H -2.60 5.46 0.44
H -3.34 4.03 1.20
H -4.21 5.32 -1.45
H -5.21 5.16 0.00
H -5.57 3.24 -1.74
H -5.01 2.66 -0.17
H -3.30 3.15 -2.67
H -3.36 1.67 -1.69
```

As for the HOMO-LUMO gap: 5.9112 eV. Its total charge is +1. Its energy relative to the best compared isomer or geometry (same formula, charge and spin) is 10.4 kcal per mole. Its molar mass is 778.0 g/mol. The electronic energy comes out at -2903.2733 hartree. Its HOMO energy is -9.481 eV.

=====

[3]
Below is C18H88MgN4O33 as an isolated structure in a non-equilibrium geometry, with properties calculated with ωB97M-V with the def2-TZVPD basis set.

```
144
Properties=species:S:1:pos:R:3
Mg -2.05 0.61 2.42
N 1.04 0.19 1.55
O -0.13 0.53 1.84
O 1.18 -0.81 0.87
O 1.94 0.89 2.03
N -4.82 1.16 4.25
O -4.02 0.87 3.38
O -5.90 0.64 4.28
O -4.38 1.85 5.20
C -3.53 -3.92 -2.37
C -4.32 -2.62 -2.56
C -5.60 -3.05 -3.41
C -6.68 -3.50 -2.51
C -7.01 -2.57 -1.31
C -5.71 -2.38 -0.38
N -4.62 -2.02 -1.23
O -3.42 -1.78 -0.50
C -6.03 -1.12 0.49
C -5.62 -3.63 0.66
C -3.53 -1.63 -3.44
H -2.55 -3.83 -1.90
H -3.32 -4.49 -3.27
H -4.09 -4.53 -1.66
H -6.01 -2.28 -4.05
H -5.31 -3.94 -3.97
H -6.34 -4.47 -2.15
H -7.54 -3.77 -3.11
H -7.74 -3.12 -0.72
H -7.35 -1.58 -1.63
H -5.31 -1.13 1.30
H -5.84 -0.18 -0.03
H -7.07 -1.07 0.82
H -6.42 -3.54 1.39
H -5.70 -4.64 0.26
H -4.66 -3.51 1.18
H -4.03 -0.66 -3.47
H -3.45 -1.86 -4.50
H -2.54 -1.41 -3.05
H -2.97 -2.62 -0.39
C -1.24 1.63 -2.60
C -0.70 2.07 -3.94
C -0.76 3.60 -3.97
C -0.15 4.28 -5.10
C 1.33 3.87 -5.12
C 1.58 2.34 -5.07
N 0.77 1.77 -4.05
O 1.14 0.49 -3.78
C 1.37 1.58 -6.40
C 3.13 2.20 -4.79
C -1.57 1.45 -5.05
H -2.31 1.84 -2.62
H -0.84 2.24 -1.80
H -1.03 0.59 -2.36
H -1.80 3.90 -3.86
H -0.24 3.97 -3.08
H -0.22 5.36 -5.16
H -0.55 3.91 -6.05
H 1.91 4.36 -4.34
H 1.65 4.32 -6.06
H 2.25 1.54 -7.04
H 1.11 0.53 -6.32
H 0.52 1.90 -7.01
H 3.75 2.78 -5.49
H 3.35 2.45 -3.76
H 3.36 1.15 -4.97
H -1.36 0.38 -5.13
H -1.51 1.76 -6.09
H -2.59 1.68 -4.72
H 0.61 0.04 -4.44
O 1.14 -4.56 1.83
H 1.26 -5.13 1.07
H 1.73 -3.83 1.68
O 5.20 -0.50 3.80
H 5.28 -0.41 2.86
H 5.59 -1.36 3.99
O 0.83 3.47 2.62
H 1.18 4.04 1.93
H 1.02 2.58 2.31
O 4.47 2.59 3.05
H 4.54 3.33 2.45
H 3.86 1.98 2.62
O 0.27 -4.05 4.52
H 0.82 -4.54 5.12
H 0.56 -4.32 3.65
O 1.74 1.91 4.88
H 1.46 1.03 4.65
H 1.33 2.48 4.22
O 3.56 -3.12 4.33
H 4.32 -3.66 4.53
H 3.63 -2.93 3.39
O 4.58 1.99 0.08
H 4.91 2.89 0.03
H 3.62 2.08 0.03
O -2.18 -1.29 2.35
H -1.58 -1.68 1.71
H -2.73 -2.02 2.64
O 1.36 5.21 0.65
H 0.76 5.94 0.82
H 1.78 5.44 -0.19
O 4.66 3.44 5.49
H 4.67 3.04 4.63
H 5.58 3.68 5.66
O 0.86 -0.69 5.38
H 1.20 -0.54 6.27
H 1.04 -1.61 5.21
O 4.32 -3.10 -3.18
H 4.98 -2.65 -2.65
H 3.49 -2.92 -2.73
O -0.66 -2.76 0.68
H -0.05 -2.04 0.53
H -0.16 -3.41 1.17
O 3.86 0.58 6.02
H 3.29 1.10 5.45
H 4.26 -0.05 5.43
O -1.28 0.60 4.35
H -0.55 0.10 4.70
H -1.79 0.85 5.12
O 1.27 5.10 5.35
H 0.83 5.89 5.64
H 0.89 4.92 4.49
O 3.30 -2.52 1.38
H 2.92 -1.66 1.55
H 4.10 -2.34 0.88
O -2.04 2.62 2.59
H -1.25 3.15 2.49
H -2.56 3.10 3.24
O 1.83 2.33 -1.18
H 1.72 3.26 -0.97
H 1.50 2.25 -2.08
O 6.00 -0.11 1.11
H 5.46 0.62 0.80
H 6.85 0.28 1.30
O 4.02 -5.47 1.61
H 4.01 -4.55 1.87
H 4.52 -5.49 0.80
O -2.95 0.71 0.61
H -3.58 1.41 0.41
H -3.24 -0.03 0.08
O 5.55 -1.93 -0.78
H 4.86 -1.40 -1.18
H 6.00 -1.34 -0.18
O 3.11 -0.58 -1.77
H 2.97 0.29 -2.15
H 2.36 -0.70 -1.18
```

As for the HOMO-LUMO gap: 7.5178 eV. Its total charge is 0. Its molar mass is 913.2 g/mol. The electronic energy comes out at -3640.5391 hartree. Its HOMO energy is -8.446 eV.